Computed, not measured: 13 unconnected molecules or ions with the total composition C4H34NO13S, with ωB97M-V/def2-TZVPD.

Geometry (Å):
H 2.9017 -0.5660 0.6690
C 0.6670 -0.8055 0.4422
H 1.3582 3.8498 3.0780
O -1.1421 3.3066 -1.9031
H 1.2687 3.1033 -0.9514
H -1.0249 1.5293 1.2049
H 0.7213 1.4617 -2.0539
H 1.1869 2.2756 0.2667
H -2.8285 4.7505 0.1790
H 3.0630 -1.5503 2.7325
O -2.5181 -2.1410 -0.3036
O -1.7997 -1.4467 -2.6988
O -2.9194 0.3811 -1.4777
H -1.8932 -2.0859 -1.0797
C 1.9651 -0.4075 1.1861
H 0.0474 2.7675 1.1069
H 0.8645 0.8620 3.3690
O 3.4244 -3.3060 -2.0945
H -2.1466 -2.3789 1.4702
O -1.9091 4.6576 0.4248
N 0.2372 0.2728 -0.4631
H -2.2867 -0.1444 -2.2051
H -2.3126 -1.9853 -3.3202
O 1.7551 2.9445 -0.1277
H -0.7607 0.1488 -0.6693
H 0.7660 -1.8195 0.0228
H 1.3229 -1.5284 2.9575
H -0.0693 3.4665 2.8504
O -2.2969 -2.3285 2.4372
O 0.4750 4.0480 3.4093
H -3.0741 -1.3584 -0.4680
H -0.3789 -3.5270 -3.1288
H -0.0547 -3.3290 1.9360
C 2.1550 -0.9330 2.6074
O -0.7893 2.4280 1.4522
S 2.0968 0.5002 3.8475
H -3.2252 -2.5645 2.5593
H -0.9386 2.5106 -1.3912
O 0.3869 -3.2354 -3.6250
C 1.0472 0.4307 -1.6816
H 1.0472 -2.8627 -3.0254
H -1.7322 3.7927 0.8693
H -0.1239 -0.7819 1.2300
O 0.8331 -3.7065 1.9444
H 3.7583 -2.4287 -1.8864
H -1.8314 3.7272 -1.3529
O 0.8285 -0.5328 -2.6312
H 1.8850 0.7013 1.2300
H 1.2065 -3.4006 1.1161
H 2.0913 0.5922 -1.4549
H -0.1161 -0.8658 -2.7222
H 2.4824 -3.2175 -1.9227
H -3.6709 0.7289 -1.9601

Summary:
Net charge ... -1
Highest occupied orbital energy ... -6.342 eV
Frontier orbital gap ... 0.326 Ha
Lowest unoccupied orbital energy ... 2.53 eV
Energy above the lowest of the compared OMol25 structures with the same formula, charge and spin ... 28.5 kcal per mole
Total energy ... -1603.8921 Ha

natural (NBO) atomic charge list, values in e, 2 entries: number 1, H, carries 0.21; number 2, C, carries -0.22


Computed, not measured: a molecular structure, C49H34N7RuS, with ωB97M-V/def2-TZVPD.

Geometry (Å):
C -2.9493 -0.5173 -1.7690
N -0.4947 -0.7688 -1.9533
C -0.2410 2.5999 -2.8713
N 0.6117 1.8833 0.9702
C 2.4578 -2.6362 -3.3761
H -4.4439 1.9961 1.7871
H -1.8799 -1.6054 0.6961
C -5.7865 -2.9184 -2.2845
H 5.9861 4.8941 2.3474
H -7.2892 -0.0635 -3.2717
C -5.2508 -0.2322 -2.6713
C 3.8164 -4.6850 -4.6871
C 0.3337 -1.5562 -2.7099
C -2.7706 4.6729 4.6659
C -1.7590 -2.0138 -3.3766
C 1.9004 2.1139 1.3702
C 3.7374 -4.6776 -3.3039
H 2.1261 -0.7708 1.5312
Ru 0.0575 0.6486 -0.5747
H -4.2539 1.8574 5.7861
C 6.4568 1.5546 2.3102
C -2.9972 0.4032 -0.6995
H 7.1672 0.8051 2.6253
C 3.9135 -0.5429 -1.9801
H -0.8011 -4.5229 2.6290
C -3.0608 2.0011 4.0185
H -5.9952 -3.9654 -2.1176
C 3.0723 1.7175 0.6873
C 4.3462 2.1222 1.2898
C -2.3934 1.6083 1.0419
H 2.7696 2.9957 3.2072
H -5.0281 0.8112 -2.8327
H 0.2116 3.3175 3.9211
H -5.1757 0.4721 -0.2833
N -0.0200 1.9732 -1.8948
H 3.8984 4.2117 1.2286
C -2.1457 4.1660 3.5428
C -0.2038 2.3538 1.9696
C 4.2840 0.4324 -1.0823
C 3.1036 0.8555 -0.4262
C -0.4423 -2.3455 -3.5900
H 3.0011 -3.6571 -1.5693
C -4.1814 0.7649 -0.0133
H -2.6179 -2.3812 -3.9040
H 3.2650 -3.6829 -6.4931
H 4.1999 -5.4718 -2.7344
C 5.7931 3.8486 2.1584
C 4.6197 3.4686 1.5366
C -4.2421 -1.0687 -2.1966
C -6.5138 -0.7293 -2.9256
N 2.0215 0.2039 -0.9563
H 2.0469 -1.8764 -5.3336
H -2.6549 5.7149 4.9232
C 3.2062 -3.6762 -5.4144
C -1.7780 -1.0551 -2.3353
C 2.5241 -2.6623 -4.7660
C -2.2882 2.8218 3.1942
C 0.7765 -2.2950 2.3614
H -0.0601 -3.0558 -4.2947
C 0.5846 2.8850 3.0141
H -1.5709 -3.3269 3.6927
H -1.5482 4.8096 2.9147
C 3.0714 -3.6574 -2.6503
H -3.7422 -3.0926 -1.6856
H -7.7938 -2.4486 -2.8650
H 1.3141 -2.8557 3.0951
C -3.6729 2.5090 5.1482
H -4.0369 4.2464 6.3452
S -0.5043 3.4729 -4.1604
C 1.8998 2.7333 2.6400
H 7.6162 3.1904 3.0702
C 1.7379 -1.5789 -2.6406
H 4.5484 -1.0853 -2.6544
H 5.0826 0.1200 1.5185
H -2.2744 -3.6669 2.1080
C -3.8045 1.5294 1.0654
N -0.5292 -2.5463 2.0635
C -1.3388 -3.5740 2.6553
C 5.2889 1.1695 1.6805
C 1.1666 -1.2504 1.5794
C -0.8963 -1.6598 1.1247
N -1.9131 0.9367 -0.0526
N 0.1086 -0.8634 0.8106
C -6.7951 -2.0686 -2.7098
C -4.5187 -2.4270 -2.0389
H 4.3516 -5.4738 -5.1963
C -3.5422 3.8500 5.4702
C 6.7136 2.8926 2.5573
C -1.6101 2.2621 2.0149
C 2.5085 -0.6808 -1.8806
H 5.2617 0.8424 -0.9122
H -3.1485 0.9512 3.7716

Summary:
Net charge ... 0
Highest occupied orbital energy (alpha / beta) ... -4.802 / -7.155 eV
Frontier orbital gap (alpha / beta) ... 0.159 / 0.180 Ha
<S²> ... 8.80
Lowest unoccupied orbital energy (alpha / beta) ... -0.47 / -2.26 eV
2S+1 ... 6
Energy above the lowest of the compared OMol25 structures with the same formula, charge and spin ... 6.7 kcal per mole
Total energy ... -2764.0087 Ha

natural (NBO) atomic charge list, values in e, 2 entries: number 1, C, carries 0.00; number 2, N, carries -0.45


Computed, not measured: 4 unconnected molecules or ions with the total composition C35H74N5O9S2, with ωB97M-V/def2-TZVPD.

Geometry (Å):
H 1.4222 2.3171 4.2469
C 2.6871 2.0261 -0.2904
H 3.8294 -2.0608 -0.6803
H 1.9688 1.2122 -0.7763
H 0.8429 -4.4364 2.5966
H -3.9273 2.4125 -9.4541
C 5.2704 -0.1539 -1.9961
H -0.2192 0.5174 3.0913
C -1.1673 -0.9894 5.0948
H -5.9789 6.4783 1.6333
C 1.4150 -5.3556 2.4541
H -3.4250 3.9983 -2.5429
O -4.8331 3.4074 -4.3797
H 4.4550 -6.8776 3.9029
S 6.0873 0.7445 -3.2369
H 1.5401 -5.7750 4.5419
H -6.5265 -0.5582 -5.9761
H -6.5738 2.2622 -4.2926
H 2.1867 -6.8636 6.2493
H -3.4050 1.6146 -7.9692
H 1.0757 -5.8075 1.5113
C 3.2789 1.4244 1.1536
C 0.3385 -0.2771 5.1863
H -5.5909 2.3252 -2.8523
H 0.3044 0.6499 5.9059
H 2.3940 -3.6899 -2.0011
H 6.9525 1.7423 -0.1439
C -4.0756 1.5338 -8.8293
H -2.9298 7.6528 1.7563
C 1.1494 -6.2813 3.6548
C 6.8998 0.7523 0.4990
H 1.1075 1.2640 1.5247
H -6.6747 1.2007 -6.1315
H 0.8311 -8.6715 5.0073
H 1.4795 -0.7500 -4.9659
H -3.0798 -2.8372 4.4820
N -4.7315 0.4794 -5.6566
C 2.0035 3.4052 0.3136
H -6.8379 0.0488 -8.3014
H 3.7715 -6.6320 1.6219
C 1.8488 -8.4033 4.6948
C 1.8732 1.4084 3.6283
H 4.4662 -5.0584 1.2281
C 4.7493 2.0609 1.6204
H -3.6479 4.1789 1.1116
H 4.0679 -0.9743 -4.3690
H -5.1899 -0.5625 -8.1532
H 1.1031 -1.0931 5.5509
C 1.9832 1.8735 2.0598
H -0.7497 4.2060 -0.3428
C -1.8840 3.2006 1.2709
H -4.7890 4.7583 -5.9127
O -1.1603 -2.3202 5.7548
H 3.8229 -5.7208 5.1253
H -5.9481 3.4426 -6.1532
H -4.1795 3.1652 -6.3182
H 2.4613 -8.5151 6.7409
C 5.9104 0.9128 1.8348
H 3.8911 -3.2596 -3.0817
H -0.5476 2.4763 -0.2335
C 4.4410 -6.6055 4.9575
H -1.7596 5.7791 0.6689
C 0.7618 0.1669 3.6635
H -5.4530 5.0104 0.7572
H -1.5710 5.7630 2.4307
O -5.4356 1.5160 -8.4118
O 1.9032 -2.4361 -3.6737
H -2.5687 5.0755 -1.4299
H 0.0676 -6.4027 3.7819
H 2.3443 -9.3405 4.4150
N 1.6407 3.2956 1.6602
H -5.2979 0.1072 -3.6784
H 3.2913 0.7790 -4.0805
H 6.5989 1.1769 2.7655
H -3.8211 0.6443 -9.4130
C -3.3973 6.6671 1.7081
H 3.4607 0.2473 1.1607
H -1.4929 -1.1664 3.9731
H 3.6418 2.3466 -0.8867
H 7.9861 0.5176 0.9225
H 2.7025 -7.4826 3.1083
H 1.2213 4.0776 2.2264
C -1.2947 3.2751 -0.1539
C 1.8441 -0.9788 -3.8732
H 1.1738 -0.7596 3.0644
H 2.9853 -5.5805 0.4073
H -1.9911 -0.2987 5.5704
O 4.0185 -7.7163 5.7330
C 2.6031 -7.8169 5.9072
C 3.3692 -0.3304 -3.6460
H -6.1252 6.3800 -0.1298
O 2.7951 -4.9658 2.3959
H -3.9953 6.5454 2.6222
C -4.9576 3.6896 -5.7649
O -2.2360 3.0199 -1.1990
H -2.4219 2.2495 1.3602
H -3.7920 0.9876 -3.8911
C -3.0821 4.1151 -1.5127
H 5.1371 2.7582 0.7329
C -4.8220 0.9089 -4.2583
H 5.4682 -6.3634 5.2381
H 4.6382 2.7674 2.5637
N 1.7625 -7.5995 3.4724
C -2.2842 5.6082 1.6130
C -6.0231 0.3466 -6.3355
C 3.5304 -5.5991 1.3555
C -5.5064 6.1021 0.7213
O -1.6368 -4.4271 4.5623
H 1.1401 -0.4314 -3.0894
N 3.7991 -0.3609 -2.1962
C -5.8600 0.2592 -7.8636
C 2.8871 -2.8217 -2.6493
H -1.0585 3.1595 1.9936
C -5.5358 2.2411 -3.9443
H -3.9670 4.0895 -0.8781
C 3.2324 -1.5968 -1.5680
H 2.9161 1.0824 4.0901
N -2.8194 4.2466 1.6937
S 6.3448 -0.6864 -0.5639
H 5.4568 -0.1438 2.0533
H -4.1609 1.1549 -6.1546
H 1.8873 4.3269 -0.4075
O -4.2147 6.6667 0.5284
C -2.0318 -3.1734 4.8876
H 2.1668 -1.2951 -1.1206

Summary:
Net charge ... +1
Highest occupied orbital energy ... -9.808 eV
Frontier orbital gap ... 0.183 Ha
Lowest unoccupied orbital energy ... -4.82 eV
Total energy ... -3124.4791 Ha

Löwdin atomic charge list, values in e, 2 entries: number 1, H, carries 0.13; number 2, C, carries -0.07


Computed, not measured: a gas-phase ion, C4H8NO2 (charge +1), with ωB97M-V/def2-TZVPD.

Geometry (Å):
O -3.0188 -0.5155 -0.1046
H 0.2542 -1.9877 -0.4651
C 1.2574 1.2997 -0.1030
H -1.6221 -1.6985 0.5974
H 0.9668 1.8232 -0.9016
C -0.8391 0.3294 0.1572
H 1.8138 -1.4640 -0.9456
H 1.4971 -1.7390 0.7891
H 2.2212 0.9152 -0.3166
H 1.2051 1.7916 0.8449
N 0.4769 0.0562 0.0452
C 1.0453 -1.2168 -0.1405
H -2.1884 1.6711 0.3253
O -1.2203 1.5388 0.0703
C -1.8492 -0.8038 0.1474

Summary:
Net charge ... +1
Highest occupied orbital energy ... -15.859 eV
Frontier orbital gap ... 0.363 Ha
SMILES string ... C[N+](C)=C(O)C=O
Lowest unoccupied orbital energy ... -5.98 eV
Energy above the lowest of the compared OMol25 structures with the same formula, charge and spin ... 55.6 kcal per mole
Total energy ... -362.1249 Ha

natural (NBO) atomic charge list, values in e, 2 entries: number 1, O, carries -0.39; number 2, H, carries 0.23


Quick rundown of largest force on an atom, same order as above: 3.32; 0.82; 9.28; 5.72 eV Å⁻¹